Entry from the Open Molecules 2025 dataset: 2 unconnected molecules or ions with the total composition C4H10NO3 (ωB97M-V with the def2-TZVPD basis set).

```
18
Properties=species:S:1:pos:R:3:nbo_charge:R:1
C 1.986 2.233 1.131 -0.640
C 0.861 1.557 0.479 -0.073
C 0.929 -0.002 0.654 -0.562
C -0.483 -0.682 0.137 0.798
O -1.344 0.007 -0.344 -0.768
O -0.574 -1.884 0.509 -0.832
N 0.790 1.842 -0.969 -0.890
H 2.702 1.395 1.594 0.194
H 1.837 2.588 2.139 0.211
H 2.379 2.925 0.375 0.222
H -0.139 1.951 0.930 0.195
H 1.775 -0.636 0.236 0.208
H 0.808 -0.284 1.696 0.204
H 1.590 1.573 -1.356 0.343
H -0.166 1.668 -1.324 0.416
H -1.334 -3.005 -0.871 0.494
H -2.242 -1.939 -1.061 0.487
O -2.145 -2.843 -1.412 -1.008
```

Summary:
LUMO level, eV: 3.77
E_HOMO, hartree: -0.1612
Energy, eV: -11943.4499
Kohn-Sham gap, eV: 8.153
Net charge: -1

***

Entry from the Open Molecules 2025 dataset: a molecular structure, C32H41BrIN9O5PSSr (ωB97M-V with the def2-TZVPD basis set).

```
92
Properties=species:S:1:pos:R:3:mulliken_charge:R:1
Sr 0.030 -1.037 -0.256 3.150
O 2.298 2.469 -0.816 -0.756
C 2.726 1.833 -1.928 0.096
C 2.430 2.413 -3.158 -0.336
C 2.945 1.868 -4.329 -0.521
C 3.730 0.726 -4.279 -0.753
C 3.947 0.106 -3.051 -0.626
C 3.444 0.629 -1.870 1.074
C 3.449 -0.204 -0.595 -1.027
O 2.205 -0.581 -0.321 -1.008
N 3.996 0.646 0.556 -0.386
N 3.925 -0.109 1.747 -0.465
C 2.754 -0.213 2.231 -0.297
C 2.474 -1.218 3.282 0.278
Br 0.643 -1.777 3.259 -0.085
C 3.329 -1.958 3.974 -1.064
C 4.803 -1.797 3.934 0.471
C 5.540 -2.628 3.093 -0.300
C 6.920 -2.518 3.044 -0.636
C 7.578 -1.578 3.828 -0.400
C 6.846 -0.744 4.660 -0.505
C 5.462 -0.855 4.713 -0.118
H 2.520 1.913 -0.038 0.500
H 1.793 3.289 -3.171 0.481
H 2.717 2.333 -5.281 0.399
H 4.143 0.301 -5.186 0.386
H 4.480 -0.837 -3.003 0.363
H 4.125 -1.069 -0.738 0.256
H 4.992 0.749 0.385 0.316
H 1.903 0.344 1.848 0.793
H 2.941 -2.794 4.544 0.304
H 5.010 -3.327 2.454 0.396
H 7.484 -3.162 2.380 0.388
H 8.657 -1.493 3.785 0.361
H 7.350 -0.001 5.265 0.363
H 4.885 -0.198 5.352 0.403
N -5.034 3.806 5.510 -0.604
C -4.167 3.363 4.502 1.108
C -4.329 3.797 3.189 -0.927
C -3.434 3.405 2.205 -0.376
C -2.379 2.574 2.527 -0.151
C -2.204 2.134 3.831 -0.691
C -3.096 2.524 4.812 -0.761
S -1.157 2.144 1.320 1.626
O 0.068 2.735 1.796 -0.865
O -1.641 2.608 0.035 -0.818
N -0.868 0.539 1.413 0.717
C -1.973 -0.237 1.107 -0.702
N -1.814 -1.639 1.063 -0.249
C -2.858 -2.234 0.478 -0.319
C -4.126 -1.669 0.428 -0.544
C -4.249 -0.459 1.082 -0.843
N -3.194 0.245 1.429 -0.192
H -5.960 4.041 5.191 0.221
H -5.060 3.213 6.324 0.226
H -5.157 4.452 2.939 0.285
H -3.556 3.737 1.183 0.470
H -1.383 1.466 4.063 0.487
H -2.964 2.178 5.831 0.276
H -2.739 -3.283 0.222 0.504
H -4.961 -2.209 0.008 0.484
H -5.217 -0.052 1.364 0.439
C -2.926 -3.627 -3.108 -1.201
N -3.315 -2.293 -2.621 0.556
C -4.423 -1.787 -3.428 -1.201
P -1.941 -1.353 -2.393 0.595
O -0.854 -2.307 -2.019 -1.248
N -1.894 0.060 -1.279 0.892
C -3.059 0.928 -1.606 -1.452
C -0.568 0.690 -1.765 -4.008
N -1.602 -0.776 -3.954 0.439
C -2.203 0.400 -4.564 -0.979
C -0.227 -0.948 -4.443 -1.156
H -3.848 -4.190 -3.252 0.392
H -2.300 -4.136 -2.383 0.318
H -2.393 -3.565 -4.064 0.375
H -5.308 -2.392 -3.224 0.364
H -4.196 -1.848 -4.499 0.359
H -4.674 -0.761 -3.185 0.338
H -3.917 0.301 -1.827 0.266
H -2.843 1.598 -2.437 0.465
H -3.309 1.529 -0.741 0.268
H 0.123 1.138 -1.019 0.430
H -0.793 1.452 -2.505 0.292
H -0.088 -0.156 -2.235 2.238
H -3.217 0.573 -4.214 0.377
H -2.251 0.242 -5.645 0.336
H -1.609 1.306 -4.394 0.301
H 0.213 -1.855 -4.038 0.337
H 0.418 -0.094 -4.200 0.298
H -0.268 -1.032 -5.532 0.434
I 2.247 -3.799 0.405 -0.723
```

Summary:
LUMO level, eV: 1.81
E_HOMO, hartree: -0.1379
Energy, eV: -156602.7312
Kohn-Sham gap, eV: 5.564
Net charge: -1

***

Entry from the Open Molecules 2025 dataset: a molecular structure, C10H22BCl8GaNO5 (ωB97M-V with the def2-TZVPD basis set).

```
48
Properties=species:S:1:pos:R:3:nbo_charge:R:1
C 4.303 2.087 -0.258 -0.708
C 3.924 0.473 -0.059 0.337
C 4.485 -0.647 -1.129 -0.719
N 3.094 0.190 1.023 -0.938
Ga 1.393 -0.360 0.269 1.441
C 0.151 1.207 -0.300 -0.947
C -0.668 0.667 -1.646 -0.527
C -2.166 1.309 -1.810 0.793
O -2.637 1.434 -3.080 -0.641
O -3.060 1.751 -0.729 -0.716
O 0.397 -1.560 1.367 -1.157
B 0.856 -2.918 0.909 1.307
O 1.754 -3.628 1.881 -0.965
O 0.482 -3.477 -0.411 -0.952
H 3.962 2.692 0.710 0.243
H 3.581 2.455 -1.134 0.218
H 5.427 2.260 -0.538 0.202
H 5.614 -0.529 -1.415 0.211
H 4.227 -1.733 -0.776 0.244
H 3.862 -0.474 -2.132 0.234
H 1.735 -1.169 -1.097 -0.397
H 0.802 2.163 -0.541 0.217
H -0.559 1.415 0.617 0.215
H -0.653 -0.524 -1.602 0.248
H -0.043 0.993 -2.596 0.254
H -3.052 1.038 0.001 0.496
H 2.454 -2.916 2.087 0.507
H -0.422 -3.155 -0.706 0.501
C -1.143 -0.344 4.468 -0.397
Cl -2.164 0.563 3.345 -0.044
Cl -0.356 0.736 5.625 -0.033
H -1.763 -1.059 5.014 0.216
H -0.376 -0.877 3.900 0.263
C -3.652 3.962 3.755 -0.402
Cl -3.882 4.836 5.275 -0.039
Cl -2.187 4.503 2.927 -0.012
H -3.566 2.894 3.968 0.232
H -4.514 4.142 3.108 0.218
C -0.401 -6.409 0.628 -0.396
Cl -2.064 -5.860 0.390 -0.043
Cl -0.258 -7.387 2.093 -0.041
H -0.098 -7.011 -0.233 0.217
H 0.252 -5.538 0.716 0.259
C -2.682 2.659 -6.292 -0.400
Cl -1.012 2.538 -6.862 -0.035
Cl -3.440 4.152 -6.858 -0.045
H -3.249 1.806 -6.671 0.219
H -2.686 2.650 -5.199 0.261
```

Summary:
LUMO level, eV: 2.28
E_HOMO, hartree: -0.1662
Energy, eV: -175687.0836
Kohn-Sham gap, eV: 6.806
Net charge: -1

***

Entry from the Open Molecules 2025 dataset: a molecular structure, C25H22AuN5 (ωB97M-V with the def2-TZVPD basis set).

```
53
Properties=species:S:1:pos:R:3:nbo_charge:R:1
Au -0.183 0.718 -0.813 1.332
C -1.152 -4.237 1.638 -0.282
C -0.204 -4.443 0.643 -0.223
C 0.035 -3.472 -0.316 -0.293
C -0.685 -2.267 -0.319 0.271
C -1.633 -2.068 0.691 -0.270
C -1.851 -3.037 1.657 -0.193
N -0.422 -1.255 -1.239 -0.715
C -0.157 -1.526 -2.588 0.114
C -0.375 -2.739 -3.231 -0.289
C -0.037 -2.925 -4.578 -0.300
C 0.513 -1.885 -5.306 -0.254
C 0.694 -0.637 -4.713 -0.338
C 0.326 -0.426 -3.382 0.225
N 0.333 0.757 -2.731 -0.540
N 0.880 1.920 -3.232 -0.380
C 0.868 2.866 -2.344 0.301
C 1.332 4.202 -2.633 -0.268
C 1.286 5.170 -1.687 -0.201
C 0.775 4.898 -0.384 -0.418
C 0.347 3.627 -0.123 0.092
N 0.394 2.642 -1.033 -0.620
H -1.321 -4.988 2.402 0.186
H 0.376 -5.360 0.627 0.186
H 0.796 -3.624 -1.070 0.214
H -2.131 -1.108 0.742 0.254
H -2.567 -2.840 2.447 0.197
H -0.804 -3.564 -2.676 0.204
H -0.205 -3.893 -5.039 0.180
H 0.796 -2.033 -6.344 0.179
H 1.092 0.203 -5.267 0.211
H 1.709 4.390 -3.630 0.202
H 1.642 6.167 -1.928 0.184
H 0.729 5.659 0.382 0.197
H -0.066 3.315 0.832 0.233
C 1.972 0.049 1.376 -0.627
C 0.982 0.338 2.474 -0.182
C 1.411 0.213 3.785 -0.191
C 0.602 0.458 4.893 -0.394
C -0.715 0.849 4.635 -0.210
C -1.200 0.995 3.356 -0.135
C -2.621 1.413 3.121 -0.616
C -0.376 0.758 2.175 0.253
N -0.970 0.954 1.014 -0.966
H 2.932 -0.242 1.813 0.186
H 2.151 0.920 0.735 0.202
H 1.647 -0.761 0.720 0.210
H 2.442 -0.100 3.947 0.169
H 0.976 0.342 5.904 0.173
H -1.390 1.045 5.467 0.167
H -3.149 1.551 4.071 0.170
H -3.154 0.672 2.516 0.206
H -2.670 2.340 2.541 0.206
```

Summary:
LUMO level, eV: 5.29
E_HOMO, hartree: 0.0039
Energy, eV: -37423.2092
Kohn-Sham gap, eV: 5.180
Net charge: -2

***

- What is the E_HOMO in the second record?
  -0.1379 hartree

***

- net charge of number 2 (C32H41BrIN9O5PSSr)?
  -1

***

- The highest LUMO level belongs to which entry?
  C25H22AuN5

***

- Look up the LUMO level of the fourth one.
  5.29 eV